Below is a single FNO3S molecule, with properties calculated with ωB97M-V with the def2-TZVPD basis set.

Geometry as XYZ:
```
6
Properties=species:S:1:pos:R:3:nbo_charge:R:1
N 1.01795 -0.58408 0.33828 0.416
O -0.31127 -0.66095 -0.08077 -0.613
O 1.41607 -1.68362 0.35650 -0.210
O -0.59786 1.76776 -1.21826 -0.810
F -1.30251 1.11393 1.16363 -0.489
S -1.37142 0.60292 -0.40388 1.706
```

Values from the calculation:
E_HOMO	-11.2955	eV
Kohn-Sham gap	10.3	eV
relative energy (zero: lowest compared OMol25 entry of this formula, charge and spin)	22.1	kcal/mol
total charge	0
lowest unoccupied orbital energy	-1.032	eV


Below is a molecular structure, FNO3S2Yb, with properties calculated with ωB97M-V with the def2-TZVPD basis set.

Geometry as XYZ:
```
8
Properties=species:S:1:pos:R:3:nbo_charge:R:1
Yb 2.14209 0.58395 -0.20196 1.752
F 2.27753 2.51338 0.52545 -0.880
N -1.29059 -0.38993 0.56537 -0.940
S -0.31184 -1.82696 0.32755 1.657
O -1.04188 -2.51858 -0.76740 -0.934
O 1.00477 -1.22684 -0.27259 -1.209
S -0.95080 0.86483 -0.25316 1.364
O -1.82928 2.00015 0.07674 -0.811
```

Values from the calculation:
E_HOMO	-8.8516	eV
Kohn-Sham gap	7.1	eV
total charge	0
lowest unoccupied orbital energy	-1.738	eV


Below is a gas-phase ion, FNO4P (charge -1), with properties calculated with ωB97M-V with the def2-TZVPD basis set.

Geometry as XYZ:
```
7
Properties=species:S:1:pos:R:3:nbo_charge:R:1
N -0.18336 -0.07746 1.08668 0.440
O 0.63614 1.22893 -0.81179 -1.078
O -1.65278 -0.10565 -0.92517 -1.129
O 0.59267 -1.23060 -1.46281 -1.128
O -0.37205 0.79875 1.87293 -0.191
F 1.16015 -0.58825 1.24779 -0.290
P -0.18078 -0.02571 -1.00763 2.376
```

Values from the calculation:
E_HOMO	-4.9292	eV
Kohn-Sham gap	7.0	eV
relative energy (zero: lowest compared OMol25 entry of this formula, charge and spin)	65.6	kcal/mol
total charge	-1
lowest unoccupied orbital energy	2.103	eV


Below is a gas-phase ion, FNO4P (charge -1), with properties calculated with ωB97M-V with the def2-TZVPD basis set.

Geometry as XYZ:
```
7
Properties=species:S:1:pos:R:3:nbo_charge:R:1
N 0.87334 0.15382 0.32686 0.413
O -0.24194 -0.25252 -1.37203 -1.010
O -1.48629 1.26054 0.29519 -1.125
O -1.67138 -1.30185 0.50190 -1.111
O 1.47388 1.10495 0.09786 -0.193
F 1.75251 -1.11122 0.17754 -0.375
P -1.06036 -0.09880 -0.08868 2.402
```

Values from the calculation:
E_HOMO (spin up / spin down)	-5.3638 / -5.3636	eV
Kohn-Sham gap (spin up / spin down)	8.6 / 8.6	eV
relative energy (zero: lowest compared OMol25 entry of this formula, charge and spin)	59.4	kcal/mol
total charge	-1
lowest unoccupied orbital energy (spin up / spin down)	3.189 / 3.188	eV


Below is 2 unconnected molecules or ions with the total composition FO4S, with properties calculated with ωB97M-V with the def2-TZVPD basis set.

Geometry as XYZ:
```
6
Properties=species:S:1:pos:R:3:nbo_charge:R:1
O 0.71814 -0.75722 -1.05560 -0.885
O 1.60626 1.06736 0.28664 -0.886
O 0.80079 -1.10495 1.41199 -0.881
O -1.59467 0.89444 0.14236 -0.481
F -2.31036 0.20273 -0.85458 -0.261
S 0.84459 -0.18480 0.22182 2.394
```

Values from the calculation:
E_HOMO (spin up / spin down)	-4.5666 / -4.5694	eV
Kohn-Sham gap (spin up / spin down)	7.8 / 7.8	eV
relative energy (zero: lowest compared OMol25 entry of this formula, charge and spin)	41.7	kcal/mol
total charge	-1
lowest unoccupied orbital energy (spin up / spin down)	3.264 / 3.264	eV


Below is 2 unconnected molecules or ions with the total composition FPS, with properties calculated with ωB97M-V with the def2-TZVPD basis set.

Geometry as XYZ:
```
3
Properties=species:S:1:pos:R:3:nbo_charge:R:1
F 0.13629 -0.48009 -1.58641 -0.581
P 1.11025 -0.11746 -0.36634 0.905
S -1.24654 0.59755 1.95276 -0.323
```

Values from the calculation:
E_HOMO (spin up / spin down)	-8.1667 / -8.0842	eV
Kohn-Sham gap (spin up / spin down)	4.4 / 4.3	eV
relative energy (zero: lowest compared OMol25 entry of this formula, charge and spin)	150.6	kcal/mol
total charge	0
lowest unoccupied orbital energy (spin up / spin down)	-3.757 / -3.826	eV


Below is a molecular structure, FSr, with properties calculated with ωB97M-V with the def2-TZVPD basis set.

Geometry as XYZ:
```
2
Properties=species:S:1:pos:R:3:lowdin_charge:R:1
Sr 0.93306 -0.23445 0.74026 1.768
F -0.93306 0.23445 -0.74026 -0.768
```

Values from the calculation:
E_HOMO	-14.9224	eV
Kohn-Sham gap	8.6	eV
relative energy (zero: lowest compared OMol25 entry of this formula, charge and spin)	12.9	kcal/mol
total charge	+1
lowest unoccupied orbital energy	-6.325	eV


Below is a molecular structure, FeH12O6, with properties calculated with ωB97M-V with the def2-TZVPD basis set.

Geometry as XYZ:
```
19
Properties=species:S:1:pos:R:3:lowdin_spin:R:1
Fe -0.00833 0.03892 0.02209 3.777
O 0.17407 -1.46108 1.49479 0.040
H -0.00908 -1.28665 2.43347 0.002
H -0.00847 -2.40699 1.36598 0.002
O 0.89044 -1.25048 -1.43133 0.027
H 0.56726 -1.19879 -2.34820 0.001
H 1.48175 -2.02234 -1.40929 0.002
O -1.01717 1.36796 1.35435 0.030
H -0.63463 2.12912 1.82148 0.001
H -1.79771 1.11146 1.87303 0.002
O 1.91125 0.69491 0.56261 0.032
H 2.64022 0.13497 0.24802 0.001
H 2.34042 1.41068 1.05896 0.002
O -0.12475 1.59176 -1.39548 0.041
H 0.71403 1.82130 -1.83258 0.002
H -0.70299 2.36338 -1.51689 0.003
O -1.86151 -0.79846 -0.58613 0.032
H -2.82198 -0.65167 -0.57981 0.002
H -1.73281 -1.58800 -1.13508 0.000
```

Values from the calculation:
E_HOMO (spin up / spin down)	-18.9198 / -17.2592	eV
Kohn-Sham gap (spin up / spin down)	11.9 / 10.2	eV
relative energy (zero: lowest compared OMol25 entry of this formula, charge and spin)	3.4	kcal/mol
expectation value of S²	6.005
multiplicity	5
total charge	+2
lowest unoccupied orbital energy (spin up / spin down)	-7.029 / -7.015	eV


Max |F| (eV/Å)
7.687 2.887 6.102 2.634 3.789 3.323 3.398 0.796